1.
Formula: C6H14N4O2
Source: OMol25
Level of theory: the ωB97M-V functional and the def2-TZVPD basis

```
26
C6H14N4O2 | OMol25 | the ωB97M-V functional and the def2-TZVPD basis
C -1.52 0.20 -0.30
C -2.38 -0.96 0.06
C -0.54 0.43 0.84
C 0.50 1.59 0.57
C 1.52 1.32 -0.65
C 1.87 -1.08 -0.28
H -2.48 2.00 0.76
H -3.36 0.65 -0.97
H -0.95 -0.18 -1.24
H 0.01 -0.42 1.20
H -1.14 0.93 1.55
H -0.13 2.49 0.22
H 1.11 1.99 1.43
H 0.98 0.99 -1.58
H 2.21 2.20 -1.00
H 2.94 0.34 0.71
H 1.02 -1.10 -2.14
H 2.06 -1.78 1.84
H 1.30 -2.83 0.77
H -0.88 -1.78 -0.74
N -2.24 1.46 -0.59
N 2.44 0.14 -0.17
N 1.06 -1.59 -1.16
N 1.90 -1.99 0.91
O -3.57 -0.90 0.33
O -1.75 -2.12 -0.35
```

Computed properties:
**E_HOMO**: -9.45 eV
**E**: -606.35098 hartree

=====

2.
Formula: C2H3NS
Source: OMol25
Level of theory: the ωB97M-V functional and the def2-TZVPD basis

```
7
C2H3NS | OMol25 | the ωB97M-V functional and the def2-TZVPD basis
C -0.54 -0.32 0.40
C -1.73 -0.48 -0.06
N 2.77 0.61 0.17
S 1.37 -0.27 0.02
H -2.49 -0.84 0.62
H -2.07 -0.29 -1.07
H 2.70 1.59 -0.08
```

Computed properties:
**E_HOMO (spin up / spin down)**: -8.73 / -8.93 eV
**E**: -530.74720 hartree

=====

3.
Formula: C17H23N2O3P
Source: OMol25
Level of theory: the ωB97M-V functional and the def2-TZVPD basis

```
46
C17H23N2O3P | OMol25 | the ωB97M-V functional and the def2-TZVPD basis
C -4.52 -2.13 1.88
C -3.98 -0.76 1.49
C -2.45 -0.77 1.39
H -2.01 -1.15 2.32
H -2.08 0.24 1.21
O -2.05 -1.65 0.35
P -1.21 -1.39 -0.98
O -1.36 -2.56 -1.84
C 0.50 -0.98 -0.53
C 1.50 -1.57 -1.30
C 2.83 -1.30 -1.06
C 3.22 -0.42 -0.04
N 4.53 -0.13 0.19
C 4.91 0.72 1.30
H 5.99 0.82 1.32
H 4.47 1.71 1.20
H 4.59 0.29 2.26
C 5.57 -0.79 -0.57
H 6.54 -0.42 -0.24
H 5.46 -0.57 -1.63
H 5.54 -1.87 -0.43
C 2.20 0.16 0.73
C 0.87 -0.11 0.49
H 0.12 0.36 1.10
H 2.43 0.84 1.54
H 3.57 -1.78 -1.68
H 1.21 -2.25 -2.09
H -4.38 -0.47 0.52
H -4.27 -0.01 2.23
H -4.18 -2.88 1.17
H -5.61 -2.11 1.88
H -4.18 -2.41 2.87
C -2.01 0.09 -1.85
C -1.69 1.41 -1.24
C -2.60 2.13 -0.48
C -2.20 3.32 0.09
N -0.98 3.82 -0.04
C -0.11 3.14 -0.78
C -0.41 1.95 -1.40
H 0.32 1.44 -2.01
H 0.87 3.59 -0.87
H -2.88 3.91 0.69
H -3.61 1.76 -0.35
O -3.39 -0.18 -1.85
H -3.49 -1.11 -2.11
H -1.60 0.05 -2.87
```

Computed properties:
**E_HOMO**: -8.07 eV
**E**: -1338.22625 hartree
**SMILES**: CCCO[P@](=O)(c1ccc(N(C)C)cc1)[C@@H](O)c1ccncc1

=====

4.
Formula: C20H26F3N3O3
Source: OMol25
Level of theory: the ωB97M-V functional and the def2-TZVPD basis

```
55
C20H26F3N3O3 | OMol25 | the ωB97M-V functional and the def2-TZVPD basis
C -1.65 3.05 -1.19
N -0.29 2.54 -1.20
C 0.31 2.36 -0.01
O -0.27 2.62 1.04
C 1.74 1.82 0.05
H 2.38 2.22 -0.73
C 1.77 0.27 -0.02
N 0.46 -0.29 0.33
C 0.11 -1.47 -0.43
C 1.33 -2.35 -0.72
N 2.22 -1.55 -1.54
C 2.34 -0.23 -1.35
O 2.93 0.49 -2.13
H 2.62 -1.94 -2.38
H 1.82 -2.64 0.21
H 1.05 -3.25 -1.26
H -0.32 -1.15 -1.38
H -0.65 -2.03 0.11
C 0.33 -0.44 1.78
C -1.09 -0.78 2.15
C -2.08 0.13 1.82
C -3.41 -0.11 2.12
C -3.77 -1.28 2.77
C -2.80 -2.20 3.12
C -1.46 -1.95 2.81
C -0.44 -2.97 3.22
F 0.49 -2.49 4.07
F -0.97 -4.04 3.84
F 0.26 -3.47 2.18
H -3.07 -3.11 3.64
H -4.80 -1.48 3.01
H -4.16 0.61 1.85
H -1.78 1.05 1.34
H 0.56 0.53 2.22
H 1.05 -1.17 2.18
H 2.53 -0.08 0.71
H 2.13 2.14 1.02
C 0.33 2.32 -2.50
C -0.55 1.50 -3.44
H -1.47 2.03 -3.68
H -0.80 0.54 -2.99
C 0.25 1.27 -4.73
O 0.59 2.48 -5.35
C 1.41 3.28 -4.52
H 1.63 4.18 -5.10
C 0.70 3.63 -3.21
H 1.36 4.24 -2.58
H -0.20 4.22 -3.44
H 2.34 2.75 -4.29
H -0.35 0.72 -5.47
H 1.16 0.69 -4.51
H 1.25 1.77 -2.35
H -1.84 3.47 -0.21
H -1.77 3.83 -1.95
H -2.36 2.25 -1.38
```

Computed properties:
**E_HOMO**: -8.94 eV
**E**: -1467.35027 hartree
**SMILES**: CN(C(=O)C[C@@H]1C(=O)NCCN1Cc1ccccc1C(F)(F)F)C1CCOCC1